Below is a 2-piece molecular cluster, C5H7NO overall at a distorted geometry, with properties calculated with ωB97M-V/def2-TZVPD.

CARTESIAN COORDINATES (ANGSTROEM)
C: -0.70165 -1.11491 0.38980
C: -0.70242 0.12813 -0.04041
C: -2.23386 0.60344 -0.01761
C: 0.26240 0.93691 -0.64913
N: 0.92511 1.72953 -1.15012
H: -1.41157 -1.79331 0.85006
H: 0.21028 -1.62624 0.19281
H: -2.25818 1.43600 0.68185
H: -3.02326 -0.11163 0.26450
H: -2.42262 0.97159 -1.02577
C: 2.78014 -0.23919 0.12858
O: 2.40527 -1.30165 0.60271
H: 2.80519 -0.05154 -0.95960
H: 3.39899 0.44323 0.73552

Summary:
* E_tot: -8833.1335 eV
* relative energy (zero: lowest compared OMol25 entry of this formula, charge and spin): 70.8 kcal/mol
* orbital gap: 10.7 eV
* SMILES: C=C(C)C#N.C=O

natural (NBO) atomic charge list, values in e, 6 entries: atom 1 (C): -0.276, atom 2 (C): -0.161, atom 3 (C): -0.598, atom 4 (C): 0.265, atom 5 (N): -0.302, atom 6 (H): 0.216